(1)
61
Properties=species:S:1:pos:R:3:nbo_charge:R:1 method="wB97M-V/def2-TZVPD" charge=+2 fmax_ha_per_bohr=0.0113 molar_mass_da=684.27 homo_energy_ev="-14.2 / -14.3" relative_energy_kcal_mol=1.2 gap_ev="8.35 / 6.34" multiplicity=6 energy_ev=-93264.558
Fe -0.7755 -1.0184 -1.3371 1.429
I -1.1593 0.5692 -3.3541 0.339
C -1.8111 2.2273 -2.2194 -0.175
C -2.9608 2.7475 -2.7401 -0.214
C -3.3945 4.0239 -2.3231 -0.199
C -2.6048 4.7411 -1.4839 -0.117
C -1.4054 4.2052 -0.9486 -0.080
C -0.5958 5.0323 -0.1306 -0.114
C 0.5689 4.5763 0.4014 -0.219
C 0.9091 3.2239 0.2227 -0.063
C 0.1480 2.3693 -0.5393 -0.441
P 0.5692 0.6291 -0.2437 0.916
C 2.2334 0.3357 -0.8567 -0.449
C 2.7308 1.1318 -1.8894 -0.128
C 3.9749 0.8557 -2.4371 -0.214
C 4.7206 -0.2135 -1.9604 -0.153
C 4.2235 -1.0166 -0.9407 -0.192
C 2.9787 -0.7523 -0.3942 -0.196
C 0.4873 0.3765 1.5344 -0.403
C 1.6083 0.4796 2.3581 -0.182
C 1.4696 0.3347 3.7302 -0.187
C 0.2197 0.0967 4.2848 -0.157
C -0.9032 0.0141 3.4717 -0.185
C -0.7699 0.1530 2.0993 -0.201
C -0.9995 2.8708 -1.2368 0.009
H -3.5230 2.2198 -3.4981 0.245
H -4.3110 4.4347 -2.7224 0.252
H -2.8765 5.7523 -1.2087 0.242
H -0.9222 6.0492 0.0494 0.242
H 1.1984 5.2202 0.9994 0.249
H 1.7780 2.8416 0.7477 0.220
H 2.1632 1.9806 -2.2519 0.219
H 4.3642 1.4805 -3.2294 0.241
H 5.6937 -0.4222 -2.3848 0.243
H 4.8065 -1.8512 -0.5745 0.240
H 2.5895 -1.3973 0.3835 0.230
H 2.5864 0.6800 1.9421 0.232
H 2.3397 0.4148 4.3677 0.242
H 0.1194 -0.0140 5.3563 0.242
H -1.8801 -0.1513 3.9062 0.233
H -1.6562 0.1109 1.4764 0.206
F 3.2483 -4.5245 -1.4794 -0.287
C 2.0629 -4.1489 -1.0103 0.447
C 1.3944 -3.1046 -1.6357 -0.308
C 0.1739 -2.7417 -1.1054 -0.339
C -0.4149 -3.3745 0.0000 -0.249
C 0.3289 -4.3950 0.5854 0.522
F -0.1437 -5.0292 1.6633 -0.305
C 1.5587 -4.7968 0.1007 -0.338
C -1.7710 -2.9464 0.4123 0.238
C -2.5954 -3.5951 1.3172 -0.217
C -3.8734 -3.1061 1.5378 -0.084
C -4.3244 -1.9800 0.8587 -0.242
C -3.4618 -1.3706 -0.0209 0.072
N -2.2188 -1.8391 -0.2301 -0.636
H 1.8492 -2.6158 -2.4871 0.253
H 2.1010 -5.6011 0.5781 0.276
H -2.2493 -4.4779 1.8289 0.267
H -4.5235 -3.6164 2.2365 0.253
H -5.3212 -1.5892 1.0025 0.258
H -3.7523 -0.4888 -0.5790 0.218

(2)
79
Properties=species:S:1:pos:R:3:mulliken_spin:R:1 method="wB97M-V/def2-TZVPD" charge=0 fmax_ha_per_bohr=0.0776 molar_mass_da=729.72 homo_energy_ev="-9.5 / -9.5" relative_energy_kcal_mol=0.0 gap_ev="9.21 / 9.11" multiplicity=6 energy_ev=-131246.209
Mn 0.6682 0.6907 -0.4843 4.517
N -0.1868 2.4750 -0.2924 0.117
S -0.7845 3.4974 -1.3991 0.024
O 0.0562 4.5576 -1.7989 0.003
O -2.1830 3.6688 -1.2119 0.005
F -0.6640 2.5097 -2.6506 0.006
S -0.6533 3.2831 1.1107 0.011
O -1.8559 2.8432 1.7213 0.006
O -0.3250 4.6422 1.2094 0.004
F 0.4756 2.5442 1.9492 0.002
N 2.5326 0.4058 -1.1949 0.077
S 3.4570 -0.9812 -1.3993 0.025
O 4.6093 -1.0183 -0.5824 0.006
O 3.5040 -1.5900 -2.6690 0.004
F 2.4435 -1.9297 -0.5736 0.007
S 3.5150 1.4522 -1.9486 0.012
O 3.6017 1.1528 -3.3397 0.006
O 4.6623 1.8421 -1.2339 0.005
F 2.5036 2.6787 -1.9884 0.009
C 3.2614 1.0200 2.1660 0.035
C 2.4974 0.0462 3.0577 0.004
C 2.4282 0.6558 4.4561 -0.001
C 1.4477 -0.0556 5.3732 0.000
C 0.0791 -0.1681 4.7357 -0.001
C 0.0877 -0.8316 3.3436 -0.012
N 1.1506 -0.2199 2.5580 0.035
O 1.1518 -0.6548 1.2189 -0.096
C 0.1485 -2.3647 3.5170 0.000
C -1.2521 -0.4762 2.6932 0.030
C 3.3572 -1.2345 3.1290 0.001
H 2.7939 2.0052 2.0873 -0.002
H 3.4128 0.6299 1.1623 0.002
H 4.2336 1.2328 2.6111 0.000
H 3.3930 0.7500 4.9578 0.000
H 2.1303 1.7045 4.3271 0.000
H 1.4276 0.4845 6.3237 0.000
H 1.8383 -1.0334 5.6766 0.000
H -0.4122 0.7953 4.5702 0.001
H -0.5313 -0.7111 5.4598 0.000
H 1.1688 -2.7326 3.6313 0.001
H -0.4528 -2.7341 4.3438 0.000
H -0.2075 -2.8700 2.6110 0.000
H -1.2610 0.5529 2.3309 0.004
H -1.5232 -1.0965 1.8363 0.003
H -2.0404 -0.5637 3.4430 -0.001
H 3.2567 -1.8494 2.2194 -0.001
H 3.0251 -1.9155 3.9123 0.000
H 4.4327 -1.0694 3.1443 0.000
H 1.4353 -1.5801 1.1799 0.022
C -1.2787 -2.2776 -3.9628 0.002
C -1.1110 -0.8055 -3.5401 -0.032
C -1.7794 0.1331 -4.5616 0.003
C -3.2897 0.1729 -4.3745 -0.001
C -3.6233 0.5586 -2.9308 0.000
C -3.0144 -0.3538 -1.8522 -0.005
N -1.6094 -0.5030 -2.2047 0.035
O -0.7756 -0.8608 -1.1004 0.004
C -3.1892 0.3844 -0.5310 0.024
C -3.8343 -1.6575 -1.8104 0.001
C 0.3992 -0.5613 -3.5806 0.057
H -0.8482 -2.9692 -3.2293 0.000
H -0.8807 -2.4648 -4.9571 0.000
H -2.3222 -2.6058 -3.9588 0.000
H -1.2748 1.0902 -4.4353 0.001
H -1.5092 -0.2646 -5.5420 0.001
H -3.6652 -0.8246 -4.6148 0.000
H -3.7373 0.9108 -5.0393 0.000
H -4.7117 0.4950 -2.8479 0.000
H -3.3111 1.5898 -2.7592 0.001
H -2.7144 1.3606 -0.5338 0.005
H -4.2424 0.3911 -0.2549 0.000
H -2.7564 -0.1832 0.3004 -0.001
H -3.4024 -2.3910 -1.1193 -0.001
H -4.8039 -1.4263 -1.3675 0.000
H -3.9829 -2.1016 -2.7899 0.000
H 0.6462 0.4652 -3.2860 0.014
H 0.8176 -0.7459 -4.5666 0.000
H 0.9162 -1.1932 -2.8590 0.007
H -0.9648 -1.8023 -0.9905 0.020

(3)
12
Properties=species:S:1:pos:R:3:nbo_charge:R:1 method="wB97M-V/def2-TZVPD" charge=0 fmax_ha_per_bohr=0.0747 molar_mass_da=100.10 homo_energy_ev=-9.3 relative_energy_kcal_mol=47.1 gap_ev=10.21 energy_ev=-9924.761
C -1.6835 -0.8125 -0.0005 -0.436
N -0.3485 -0.3878 -0.2298 -0.249
N 0.8192 -1.2021 -0.0963 -0.272
C 1.7908 -0.3162 -0.0953 -0.011
C 1.4221 1.0261 -0.0290 -0.446
C 0.0687 0.9118 -0.1110 0.568
F -0.8507 1.8357 -0.1043 -0.295
H -2.1999 -1.0399 -1.0159 0.227
H -1.4959 -1.6009 0.8038 0.242
H -2.2129 0.0789 0.6181 0.223
H 2.8649 -0.4692 0.0582 0.210
H 1.8257 1.9759 0.2018 0.241

(4)
15
Properties=species:S:1:pos:R:3:nbo_charge:R:1 method="wB97M-V/def2-TZVPD" charge=0 fmax_ha_per_bohr=0.0447 molar_mass_da=123.25 homo_energy_ev=-8.1 relative_energy_kcal_mol=123.8 gap_ev=3.83 energy_ev=-26412.308
N -0.9455 -0.2043 0.9709 -0.699
C -0.3819 0.7990 0.1182 -0.017
C 1.1171 1.0498 0.4224 -0.649
C -0.7099 0.1852 -1.3541 -0.632
S -2.3704 0.6175 -1.6588 0.205
S 0.9317 -2.4462 0.3885 -0.494
H -0.6966 -1.1792 0.6815 0.387
H -0.6077 -0.1241 1.9247 0.375
H -0.8112 1.7842 0.0039 0.225
H 1.2448 1.0229 1.5012 0.217
H 1.4282 2.0464 0.0966 0.215
H 1.7922 0.3088 0.0009 0.233
H -0.4800 -0.8778 -1.4001 0.247
H 0.0972 0.6717 -1.9084 0.261
H 0.3921 -3.6538 0.2125 0.124